Entry 1:
A cluster of 11 separate species, C38H103N5O11 in total at a distorted geometry, computed with the ωB97M-V functional and the def2-TZVPD basis.

Properties
E_LUMO: 0.323 eV
max |F|: 3.0 eV Å⁻¹
SMILES string: COC[C@H](C)N.COC[C@H](C)N.COC[C@H](C)N.COC[C@H](C)N.COC[C@H](C)N.CC(C)O.CC(C)O.CC(C)O.CC(C)O.CC(C)O.CC(C)O
energy relative to the best compared isomer or geometry (same formula, charge and spin): 91.2 kcal/mol
electronic energy: -71042.49087 eV
highest occupied orbital energy: -9.3 eV

Element x y z (Å)
C (-1.556, 8.057, -8.474)
C (-0.679, 6.943, -9.071)
C (-1.058, 5.483, -8.839)
O (-0.991, 5.244, -7.454)
C (-1.697, 4.146, -7.049)
N (-0.646, 7.150, -10.538)
H (-1.633, 7.880, -7.402)
H (-2.573, 7.886, -8.826)
H (-1.152, 9.054, -8.648)
H (0.321, 6.945, -8.636)
H (-0.375, 4.766, -9.297)
H (-2.082, 5.381, -9.199)
H (-1.126, 3.268, -7.352)
H (-2.702, 4.278, -7.450)
H (-1.783, 4.164, -5.963)
H (0.049, 6.563, -10.977)
H (-0.426, 8.113, -10.750)
C (6.637, -0.210, -1.689)
C (6.524, -0.524, -3.184)
C (5.609, 0.491, -3.931)
O (4.198, 0.361, -3.572)
C (3.400, 1.400, -4.101)
N (7.859, -0.594, -3.758)
H (7.191, 0.715, -1.529)
H (7.162, -1.002, -1.156)
H (5.697, -0.224, -1.138)
H (6.062, -1.504, -3.304)
H (5.611, 0.312, -5.006)
H (6.019, 1.496, -3.829)
H (3.612, 1.555, -5.159)
H (3.650, 2.399, -3.745)
H (2.343, 1.136, -4.047)
H (8.340, -1.378, -3.340)
H (7.809, -1.075, -4.645)
C (3.363, 4.502, 2.738)
C (4.434, 3.644, 2.051)
C (4.784, 2.446, 2.995)
O (5.172, 2.912, 4.285)
C (6.072, 2.035, 5.071)
N (3.866, 3.232, 0.812)
H (3.646, 4.922, 3.704)
H (2.505, 3.844, 2.872)
H (2.977, 5.368, 2.200)
H (5.277, 4.328, 1.957)
H (5.495, 1.751, 2.549)
H (3.872, 1.855, 3.080)
H (5.647, 1.035, 5.157)
H (6.261, 2.494, 6.042)
H (6.976, 1.856, 4.488)
H (3.889, 4.114, 0.319)
H (4.538, 2.651, 0.332)
C (1.349, -4.289, -2.337)
C (2.049, -4.808, -3.537)
C (1.557, -6.223, -4.005)
O (1.906, -7.227, -3.029)
C (0.873, -8.222, -3.010)
N (1.738, -3.774, -4.526)
H (1.339, -3.203, -2.243)
H (1.847, -4.583, -1.413)
H (0.304, -4.597, -2.356)
H (3.129, -4.818, -3.387)
H (2.005, -6.408, -4.982)
H (0.486, -6.120, -4.176)
H (0.726, -8.583, -4.028)
H (0.048, -7.745, -2.481)
H (1.285, -9.092, -2.499)
H (2.280, -4.111, -5.309)
H (2.178, -2.929, -4.189)
C (-0.967, -0.497, 11.382)
C (0.513, -0.767, 11.196)
C (1.086, -0.251, 9.846)
O (0.430, -0.932, 8.738)
C (0.887, -0.509, 7.445)
N (1.231, -0.274, 12.327)
H (-1.300, -0.892, 12.343)
H (-1.566, -0.833, 10.536)
H (-1.149, 0.577, 11.426)
H (0.687, -1.843, 11.188)
H (2.171, -0.346, 9.877)
H (0.907, 0.807, 9.659)
H (1.951, -0.692, 7.292)
H (0.693, 0.543, 7.238)
H (0.386, -1.144, 6.715)
H (1.063, -0.868, 13.126)
H (2.191, -0.536, 12.153)
C (-1.546, 2.038, 0.430)
C (-1.290, 0.731, 1.129)
C (-2.187, -0.378, 0.735)
O (0.042, 0.397, 0.864)
H (-1.515, 1.894, -0.650)
H (-0.924, 2.912, 0.623)
H (-2.598, 2.321, 0.398)
H (-1.347, 0.937, 2.198)
H (-1.975, -1.311, 1.258)
H (-2.079, -0.480, -0.345)
H (-3.194, -0.111, 1.056)
H (0.460, 1.205, 0.558)
C (-3.006, -1.720, -4.809)
C (-3.217, -2.477, -6.151)
C (-3.171, -1.546, -7.366)
O (-2.107, -3.347, -6.263)
H (-3.080, -2.433, -3.988)
H (-3.678, -0.866, -4.720)
H (-1.979, -1.360, -4.858)
H (-4.173, -3.000, -6.196)
H (-2.218, -1.042, -7.527)
H (-3.932, -0.767, -7.340)
H (-3.394, -2.058, -8.302)
H (-1.315, -3.057, -5.805)
C (-3.609, -4.076, 5.404)
C (-4.789, -5.077, 5.602)
C (-5.993, -4.353, 6.172)
O (-4.960, -5.690, 4.333)
H (-3.792, -3.447, 4.533)
H (-2.671, -4.583, 5.175)
H (-3.388, -3.447, 6.266)
H (-4.488, -5.784, 6.375)
H (-6.285, -3.463, 5.615)
H (-5.835, -4.113, 7.223)
H (-6.824, -5.057, 6.227)
H (-4.281, -6.359, 4.216)
C (-6.213, 1.333, 4.880)
C (-7.145, 1.337, 3.628)
C (-8.632, 1.607, 3.936)
O (-6.581, 2.287, 2.724)
H (-6.649, 0.682, 5.638)
H (-6.066, 2.350, 5.242)
H (-5.227, 0.936, 4.635)
H (-7.057, 0.318, 3.251)
H (-8.822, 1.072, 4.867)
H (-9.293, 1.139, 3.206)
H (-8.924, 2.654, 4.014)
H (-7.235, 2.532, 2.065)
C (-0.082, 7.532, -2.958)
C (1.413, 7.698, -3.376)
C (1.728, 9.046, -3.981)
O (2.224, 7.564, -2.247)
H (-0.780, 7.697, -3.779)
H (-0.431, 8.262, -2.227)
H (-0.241, 6.513, -2.604)
H (1.767, 6.925, -4.057)
H (2.779, 9.296, -4.122)
H (1.349, 9.790, -3.280)
H (1.246, 9.204, -4.946)
H (2.150, 8.292, -1.626)
C (0.362, -9.574, 2.261)
C (-0.677, -8.565, 2.662)
C (-0.647, -7.332, 1.764)
O (-1.952, -9.079, 2.559)
H (1.360, -9.281, 2.587)
H (0.309, -9.688, 1.178)
H (0.185, -10.582, 2.635)
H (-0.581, -8.293, 3.713)
H (-1.245, -6.520, 2.179)
H (-1.147, -7.611, 0.836)
H (0.349, -7.009, 1.464)
H (-1.954, -10.037, 2.631)

=====

Entry 2:
A cluster of 14 separate species, C38H103O13P in total at a distorted geometry, computed with the ωB97M-V functional and the def2-TZVPD basis.

Properties
E_LUMO: 0.611 eV
max |F|: 2.0 eV Å⁻¹
electronic energy: -76972.97516 eV
highest occupied orbital energy: -7.6 eV

Element x y z (Å)
C (3.986, -2.496, -0.143)
C (4.462, -1.621, 0.574)
C (4.662, -0.213, 1.260)
C (4.319, 1.010, 0.301)
C (2.934, 0.886, -0.458)
P (1.450, 1.699, 0.466)
C (0.046, 2.638, 1.356)
C (-1.411, 2.017, 1.166)
C (-1.751, 1.533, -0.307)
C (-3.340, 1.412, -0.522)
C (-4.075, 0.713, 0.712)
C (-5.430, 0.039, 0.181)
C (-6.400, -0.439, 1.384)
H (3.570, -3.209, -0.911)
H (4.164, -0.152, 2.276)
H (5.784, -0.146, 1.467)
H (5.198, 1.217, -0.395)
H (4.270, 1.932, 0.979)
H (3.055, 1.449, -1.445)
H (2.629, -0.169, -0.721)
H (0.690, 0.492, 0.344)
H (1.452, 2.732, -0.553)
H (2.237, 1.831, 1.685)
H (0.285, 2.604, 2.475)
H (0.061, 3.718, 1.018)
H (-2.157, 2.853, 1.407)
H (-1.600, 1.228, 1.963)
H (-1.328, 2.188, -1.127)
H (-1.370, 0.461, -0.395)
H (-3.569, 0.804, -1.455)
H (-3.774, 2.452, -0.701)
H (-3.448, -0.108, 1.188)
H (-4.359, 1.510, 1.464)
H (-6.042, 0.753, -0.453)
H (-5.184, -0.894, -0.411)
H (-6.701, -1.521, 1.250)
H (-5.942, -0.343, 2.412)
H (-7.360, 0.166, 1.362)
C (-3.739, -2.104, 4.594)
C (-2.827, -1.827, 3.416)
O (-2.506, -0.440, 3.353)
H (-4.659, -1.521, 4.512)
H (-3.996, -3.164, 4.648)
H (-3.258, -1.811, 5.532)
H (-3.319, -2.100, 2.480)
H (-1.899, -2.400, 3.498)
H (-2.064, -0.206, 4.179)
C (-2.757, -2.197, -4.128)
C (-2.931, -0.690, -4.141)
O (-2.041, -0.081, -3.213)
H (-2.946, -2.595, -3.128)
H (-3.440, -2.676, -4.833)
H (-1.731, -2.470, -4.392)
H (-3.950, -0.421, -3.856)
H (-2.733, -0.284, -5.138)
H (-1.142, -0.314, -3.474)
C (5.571, -0.217, 5.121)
C (5.162, -1.592, 5.609)
O (4.190, -2.153, 4.732)
H (4.702, 0.443, 5.067)
H (6.313, 0.232, 5.786)
H (5.992, -0.276, 4.114)
H (4.722, -1.529, 6.606)
H (6.025, -2.265, 5.656)
H (4.590, -2.214, 3.854)
C (4.487, -6.946, -2.363)
C (3.582, -6.213, -1.392)
O (3.102, -5.006, -1.978)
H (5.334, -6.317, -2.646)
H (4.866, -7.870, -1.921)
H (3.950, -7.190, -3.283)
H (4.128, -5.951, -0.484)
H (2.725, -6.833, -1.113)
H (2.613, -5.243, -2.776)
C (1.701, -4.226, 6.259)
C (0.794, -3.164, 5.669)
O (-0.572, -3.468, 5.943)
H (1.458, -5.209, 5.848)
H (2.749, -4.004, 6.049)
H (1.565, -4.292, 7.343)
H (0.916, -3.116, 4.586)
H (1.024, -2.178, 6.086)
H (-0.677, -3.499, 6.902)
C (-7.410, 3.552, 1.037)
C (-8.675, 4.094, 1.672)
O (-9.775, 3.234, 1.385)
H (-7.533, 3.463, -0.045)
H (-6.559, 4.204, 1.243)
H (-7.185, 2.550, 1.415)
H (-8.908, 5.084, 1.276)
H (-8.565, 4.175, 2.758)
H (-9.565, 2.364, 1.746)
C (4.414, -9.428, -6.749)
C (4.963, -8.016, -6.787)
O (5.369, -7.611, -5.482)
H (3.563, -9.490, -6.067)
H (4.094, -9.750, -7.742)
H (5.170, -10.127, -6.379)
H (4.200, -7.318, -7.135)
H (5.824, -7.949, -7.459)
H (6.050, -8.226, -5.185)
C (-8.923, -3.889, -0.398)
C (-7.767, -4.845, -0.617)
O (-6.641, -4.148, -1.138)
H (-9.200, -3.400, -1.335)
H (-9.796, -4.414, -0.004)
H (-8.643, -3.098, 0.304)
H (-8.043, -5.620, -1.334)
H (-7.479, -5.329, 0.321)
H (-6.395, -3.470, -0.496)
C (6.167, 4.973, -0.076)
C (4.900, 5.528, 0.544)
O (3.796, 4.675, 0.262)
H (6.053, 4.872, -1.157)
H (7.020, 5.623, 0.129)
H (6.384, 3.974, 0.316)
H (4.675, 6.515, 0.135)
H (5.005, 5.620, 1.630)
H (3.997, 3.807, 0.634)
C (7.797, -5.421, -10.255)
C (7.401, -6.788, -9.730)
O (6.435, -7.384, -10.589)
H (6.922, -4.771, -10.327)
H (8.533, -4.949, -9.601)
H (8.220, -5.501, -11.260)
H (6.960, -6.701, -8.736)
H (8.271, -7.449, -9.665)
H (6.834, -7.466, -11.464)
C (9.830, 8.086, -1.864)
C (9.450, 6.702, -1.376)
O (8.487, 6.117, -2.247)
H (8.949, 8.729, -1.916)
H (10.564, 8.547, -1.200)
H (10.250, 8.039, -2.873)
H (9.011, 6.756, -0.379)
H (10.327, 6.049, -1.333)
H (8.883, 6.063, -3.125)
C (-8.402, 8.792, 1.689)
C (-7.068, 8.152, 1.359)
O (-7.212, 7.254, 0.262)
H (-9.143, 8.028, 1.937)
H (-8.307, 9.479, 2.533)
H (-8.790, 9.345, 0.828)
H (-6.696, 7.584, 2.212)
H (-6.324, 8.911, 1.098)
H (-7.533, 7.763, -0.493)
C (-5.133, 4.939, 4.978)
C (-4.935, 6.396, 4.607)
O (-6.190, 7.016, 4.346)
H (-5.642, 4.405, 4.172)
H (-4.176, 4.452, 5.174)
H (-5.763, 4.849, 5.868)
H (-4.325, 6.481, 3.706)
H (-4.435, 6.940, 5.415)
H (-6.723, 6.946, 5.148)

=====

Entry 3:
A cluster of 10 separate species, C38H104B2F8N7O12 in total at a distorted geometry, computed with the ωB97M-V functional and the def2-TZVPD basis.

Properties
charge: +5
E_LUMO: -9.454 eV
max |F|: 5.4 eV Å⁻¹
energy relative to the best compared isomer or geometry (same formula, charge and spin): 238.1 kcal/mol
electronic energy: -99137.03337 eV
highest occupied orbital energy: -11.0 eV

Element x y z (Å)
C (-1.882, -6.861, -2.755)
O (-1.967, -5.673, -2.000)
C (-0.804, -5.303, -1.295)
C (-1.254, -4.092, -0.526)
N (-1.870, -3.059, -1.396)
H (-1.281, -2.204, -1.438)
H (-1.980, -3.431, -2.310)
C (-3.218, -2.463, -1.074)
C (-4.238, -3.569, -0.774)
O (-4.857, -3.903, -1.973)
C (-6.209, -4.355, -2.019)
H (-1.823, -7.747, -2.126)
H (-1.109, -6.848, -3.499)
H (-2.838, -7.026, -3.298)
H (-0.034, -5.157, -2.004)
H (-0.570, -6.018, -0.535)
H (-0.461, -3.694, 0.117)
H (-2.036, -4.421, 0.201)
H (-3.587, -1.955, -1.901)
H (-3.072, -1.913, -0.149)
H (-4.939, -3.299, -0.039)
H (-3.655, -4.425, -0.404)
H (-6.339, -5.392, -1.694)
H (-6.580, -4.200, -3.036)
H (-6.851, -3.786, -1.327)
C (3.299, -6.253, -0.036)
O (2.372, -5.220, 0.196)
C (2.980, -4.183, 0.876)
C (2.427, -2.847, 0.311)
N (2.274, -2.922, -1.176)
H (1.746, -3.851, -1.410)
H (1.621, -2.209, -1.586)
C (3.524, -2.952, -2.066)
C (3.115, -3.473, -3.457)
O (2.593, -4.753, -3.232)
C (2.793, -5.574, -4.399)
H (4.228, -5.901, -0.543)
H (2.857, -7.013, -0.666)
H (3.513, -6.836, 0.859)
H (4.068, -4.151, 0.693)
H (2.752, -4.274, 1.959)
H (3.105, -1.990, 0.405)
H (1.513, -2.539, 0.797)
H (4.090, -3.706, -1.513)
H (3.971, -1.968, -1.984)
H (3.964, -3.456, -4.013)
H (2.291, -2.835, -3.895)
H (2.464, -5.091, -5.302)
H (2.118, -6.411, -4.276)
H (3.786, -5.943, -4.496)
C (-6.431, 4.028, -4.970)
O (-6.307, 4.563, -3.633)
C (-7.453, 5.194, -3.180)
C (-7.357, 5.309, -1.660)
N (-5.988, 5.773, -1.292)
H (-5.631, 5.269, -0.477)
H (-5.383, 5.526, -2.087)
C (-5.876, 7.273, -1.133)
C (-4.397, 7.590, -1.348)
O (-4.001, 7.086, -2.596)
C (-4.307, 7.967, -3.740)
H (-5.618, 3.328, -5.107)
H (-6.335, 4.763, -5.766)
H (-7.299, 3.381, -4.989)
H (-8.398, 4.652, -3.374)
H (-7.655, 6.088, -3.709)
H (-7.473, 4.312, -1.240)
H (-8.106, 5.965, -1.148)
H (-6.141, 7.590, -0.157)
H (-6.586, 7.740, -1.842)
H (-3.872, 7.066, -0.532)
H (-4.110, 8.644, -1.274)
H (-3.594, 8.842, -3.827)
H (-5.335, 8.391, -3.654)
H (-4.282, 7.383, -4.629)
C (-8.027, -6.283, 6.805)
O (-7.788, -5.170, 7.623)
C (-8.344, -5.022, 9.054)
C (-7.466, -4.046, 9.764)
N (-6.178, -4.662, 10.329)
H (-6.417, -5.191, 11.151)
H (-5.826, -5.331, 9.670)
C (-5.126, -3.605, 10.555)
C (-3.663, -4.069, 10.648)
O (-3.423, -4.859, 9.386)
C (-2.273, -5.431, 8.936)
H (-7.007, -6.419, 6.495)
H (-8.195, -5.933, 5.763)
H (-8.476, -7.189, 7.274)
H (-8.342, -6.071, 9.532)
H (-9.413, -4.753, 8.906)
H (-8.033, -3.669, 10.650)
H (-7.264, -3.178, 9.138)
H (-5.122, -3.046, 11.499)
H (-5.274, -2.920, 9.753)
H (-3.359, -4.652, 11.464)
H (-2.952, -3.213, 10.431)
H (-2.327, -5.702, 7.831)
H (-2.119, -6.447, 9.358)
H (-1.327, -4.844, 9.227)
C (12.951, 1.382, 6.051)
O (13.520, 2.492, 5.409)
C (12.721, 3.616, 5.397)
C (13.212, 4.797, 4.451)
N (12.589, 4.893, 3.099)
H (11.594, 4.722, 3.129)
H (12.444, 5.888, 2.825)
C (13.353, 4.309, 2.029)
C (13.422, 5.342, 0.802)
O (13.773, 4.417, -0.281)
C (13.845, 4.940, -1.477)
H (13.371, 0.504, 5.549)
H (11.914, 1.200, 6.101)
H (13.522, 0.853, 6.834)
H (12.667, 3.990, 6.438)
H (11.596, 3.450, 5.327)
H (14.249, 4.470, 4.276)
H (13.236, 5.772, 4.906)
H (12.848, 3.380, 1.758)
H (14.370, 4.053, 2.348)
H (14.250, 6.013, 0.956)
H (12.538, 5.846, 0.465)
H (6.004, 10.500, -2.089)
H (13.593, 4.149, -2.166)
H (14.444, 5.915, -1.648)
C (1.774, 0.994, -6.747)
C (0.593, 0.933, -7.703)
C (0.894, 1.645, -8.968)
O (2.081, 1.046, -9.475)
C (2.912, 1.824, -10.385)
N (0.157, -0.465, -7.963)
H (0.821, -1.020, -8.500)
H (-0.016, -0.924, -7.046)
H (-0.746, -0.485, -8.400)
H (2.545, 0.312, -7.159)
H (1.586, 0.694, -5.721)
H (2.166, 2.006, -6.931)
H (-0.326, 1.481, -7.311)
H (1.016, 2.723, -8.735)
H (0.115, 1.466, -9.790)
H (3.200, 2.842, -10.099)
H (2.559, 1.807, -11.432)
H (3.825, 1.290, -10.384)
C (-3.194, 2.415, -0.245)
C (-2.430, 3.717, -0.057)
C (-2.873, 4.562, 1.130)
O (-4.297, 4.588, 0.936)
C (-5.019, 4.712, 2.146)
N (-0.963, 3.366, 0.308)
H (-0.725, 2.602, -0.396)
H (-0.362, 4.138, 0.253)
H (-0.953, 2.872, 1.218)
H (-3.955, 2.654, -0.925)
H (-3.546, 2.045, 0.697)
H (-2.464, 1.703, -0.674)
H (-2.246, 4.325, -0.938)
H (-2.441, 5.537, 1.085)
H (-2.646, 4.017, 2.084)
H (-4.464, 5.109, 2.975)
H (-5.648, 3.813, 2.404)
H (-5.773, 5.484, 2.114)
B (-0.381, -1.714, -4.077)
F (-0.756, -0.405, -3.978)
F (-1.450, -2.535, -4.076)
F (0.348, -1.817, -5.198)
F (0.388, -2.128, -2.998)
B (0.134, 0.202, -0.078)
F (0.089, 1.316, -0.901)
F (-0.608, 0.607, 1.130)
F (-0.599, -0.844, -0.631)
F (1.319, -0.280, 0.277)